Computed, not measured: a molecular structure, C26H28Cl2N4PPm in a non-equilibrium geometry, with ωB97M-V/def2-TZVPD.

XYZ file:
```
62
Properties=species:S:1:pos:R:3:forces:R:3
Pm -0.389 0.069 -0.911 1.607 0.751 -0.899
N 2.347 -0.120 -1.053 0.815 -0.478 -0.522
C 3.043 0.576 0.051 1.049 -0.045 -0.493
C 4.250 1.301 -0.207 -1.223 0.407 0.493
C 4.950 1.842 0.870 -0.045 -0.842 -0.128
C 4.508 1.581 2.187 0.061 1.159 0.099
C 3.293 0.954 2.424 -0.129 -0.828 0.057
C 2.557 0.375 1.350 1.529 1.184 -0.141
P 0.968 -0.402 1.552 0.170 -0.238 0.939
C 0.928 -1.016 3.249 -0.324 0.030 0.363
C 0.983 -2.401 3.528 0.112 0.804 -0.472
C 0.815 -2.796 4.843 -0.694 -0.432 0.260
C 0.562 -1.878 5.869 -0.636 -1.659 0.249
C 0.640 -0.537 5.587 0.615 1.675 0.733
C 0.796 -0.064 4.289 0.255 -1.794 -0.386
C -0.105 1.086 1.583 0.260 -0.325 0.232
C -1.448 0.773 1.437 -1.721 -0.593 -0.419
C -2.431 1.705 1.124 1.228 1.657 1.178
C -2.038 3.061 1.176 0.057 -0.910 -0.057
C -0.687 3.372 1.337 -1.462 1.021 -0.366
C 0.277 2.417 1.478 0.367 -0.657 0.064
H 2.706 0.228 -1.963 -0.180 0.002 0.731
H 2.736 -1.100 -1.049 -0.843 1.009 0.042
H 4.569 1.611 -1.216 -0.248 -0.703 0.418
H 5.879 2.370 0.618 -0.499 -0.098 0.569
H 5.041 2.029 3.043 -0.185 -0.432 -0.583
H 2.927 0.826 3.469 0.482 0.125 -1.059
H 1.139 -3.138 2.721 -0.174 0.476 0.547
H 0.745 -3.855 5.065 0.174 0.064 0.003
H 0.184 -2.298 6.848 0.983 0.837 -1.007
H 0.724 0.185 6.413 -0.631 -0.300 -0.375
H 0.877 0.978 4.049 -0.229 0.344 0.222
H -1.820 -0.258 1.495 0.465 -0.023 0.242
H -3.449 1.413 1.043 -0.697 -0.171 -0.199
H -2.745 3.876 1.130 -0.184 -0.074 -0.244
H -0.460 4.425 1.311 0.408 0.127 0.114
H 1.306 2.698 1.529 0.560 0.081 0.079
Cl 0.393 -1.930 -3.151 0.268 -0.048 -0.398
C -0.941 -3.069 -3.024 -0.751 0.546 1.238
C -1.054 -4.215 -3.776 -1.046 -0.102 1.526
C -2.106 -5.095 -3.366 0.038 0.881 -0.891
C -3.050 -4.711 -2.405 0.394 -1.161 -0.365
C -2.906 -3.531 -1.741 -0.542 0.157 1.018
Cl -4.035 -3.170 -0.432 0.458 0.118 -0.502
C -1.831 -2.714 -1.978 0.761 0.676 -0.407
N -1.576 -1.561 -1.246 -3.250 -0.703 1.946
H -0.314 -4.352 -4.537 -0.023 -0.682 -0.387
H -2.269 -6.015 -3.902 0.148 -0.174 -0.014
H -3.868 -5.338 -2.044 0.329 -0.136 -0.643
N -1.132 3.784 -4.004 -1.413 -0.814 0.580
C -1.408 2.433 -4.457 0.024 -0.407 -1.197
C -1.277 1.311 -3.400 0.380 -1.227 -0.934
N -2.060 1.485 -2.164 -0.219 0.770 -0.454
H -1.807 4.407 -4.434 0.532 0.173 0.184
H -0.200 4.100 -4.115 0.771 0.293 -0.304
H -2.408 -1.417 -0.483 2.096 -0.607 -2.130
H -0.848 2.121 -5.392 -0.291 0.217 1.103
H -2.454 2.436 -4.786 0.054 -0.187 0.132
H -0.180 1.239 -3.106 -0.667 0.053 -0.414
H -1.570 0.333 -3.887 0.553 0.964 0.471
H -3.000 1.113 -2.219 -0.010 -0.744 -0.314
H -2.278 2.467 -2.219 0.314 0.994 0.871
```
Forces are in eV/Å.

* multiplicity: 5
* <S²>: 6.007
* energy relative to the best compared isomer or geometry (same formula, charge and spin): 136.6 kJ/mol
* net charge: +2
* orbital gap (spin up / spin down): 7.454 / 7.581 eV

Atom charges from the Löwdin analysis, given in e for atoms 1 to 8: 1.502, -0.054, -0.303, -0.014, -0.043, -0.046, -0.057, -0.345

---

Computed, not measured: a molecular structure, C26H28ClGdP2 in a non-equilibrium geometry, with ωB97M-V/def2-TZVPD.

XYZ file:
```
58
Properties=species:S:1:pos:R:3:forces:R:3
Gd -0.337 -1.493 0.581 2.054 5.235 -0.028
Cl -0.562 0.903 1.230 -0.053 -0.383 0.119
P 0.005 0.145 -2.290 0.000 0.480 -1.467
C -1.373 -0.602 -3.201 -0.371 -0.489 0.228
C -1.221 -1.461 -4.299 -0.061 -0.022 0.235
C -2.346 -2.108 -4.823 0.134 -0.299 0.108
C -3.556 -2.093 -4.127 -0.085 -0.037 -0.062
C -3.702 -1.289 -2.991 0.082 0.356 -0.021
C -2.647 -0.466 -2.602 0.096 -0.484 -0.037
C -0.211 1.941 -2.584 0.046 0.374 0.752
C 0.546 2.798 -1.759 -0.327 -0.310 -0.199
C 0.419 4.174 -1.864 0.067 0.221 -0.052
C -0.455 4.737 -2.799 -0.212 -0.537 -0.249
C -1.198 3.892 -3.642 0.259 -0.031 0.164
C -1.077 2.499 -3.540 -0.219 0.013 0.041
C 1.516 -0.243 -3.232 0.631 -0.452 0.810
C 2.578 -0.851 -2.522 -0.401 0.072 -0.387
C 3.766 -1.152 -3.183 0.106 0.060 -0.155
C 3.923 -0.818 -4.538 -0.191 -0.062 0.412
C 2.882 -0.194 -5.230 -0.138 -0.028 0.226
C 1.677 0.097 -4.580 0.261 -0.081 0.074
H 1.213 2.357 -1.024 -0.039 0.182 0.001
H 1.000 4.817 -1.205 -0.129 -0.137 -0.178
H -0.563 5.821 -2.878 0.039 -0.398 0.049
H -1.883 4.322 -4.380 0.309 -0.204 0.279
H -1.670 1.861 -4.208 0.235 0.243 0.345
H -0.227 -1.660 -4.709 -0.444 0.233 -0.038
H -2.240 -2.687 -5.743 -0.083 0.095 0.387
H -4.394 -2.716 -4.458 0.373 0.315 0.039
H -4.636 -1.280 -2.417 0.322 0.082 -0.420
H -2.784 0.252 -1.798 -0.004 -0.066 0.085
H 2.458 -1.080 -1.452 0.126 0.085 -0.553
H 4.578 -1.639 -2.638 -0.219 0.215 -0.229
H 4.866 -1.039 -5.039 -0.308 0.064 0.110
H 3.005 0.068 -6.280 -0.038 -0.047 0.271
H 0.870 0.590 -5.117 0.149 -0.035 0.043
H -1.486 -2.624 -0.668 0.636 0.029 -2.635
H -0.965 -2.262 -1.212 -2.272 -1.527 0.214
C 2.786 -4.962 1.137 0.710 -0.254 -0.337
P 1.721 -3.730 0.286 -0.199 -1.044 0.629
C 0.653 -4.700 -0.848 0.331 -0.159 -0.730
C 0.600 -3.471 1.711 -0.346 0.020 1.079
C 1.076 -2.528 2.672 -0.767 -0.581 -0.035
C 0.162 -1.875 3.511 0.285 -0.385 0.387
C -1.209 -1.944 3.240 -0.402 -0.108 0.201
C -1.691 -2.852 2.274 -0.202 -0.601 0.850
C -0.794 -3.753 1.676 0.161 -0.380 0.363
H 3.622 -5.256 0.483 -0.309 0.028 0.238
H 2.191 -5.844 1.413 0.171 0.298 -0.158
H 3.215 -4.523 2.045 -0.088 -0.017 -0.213
H 0.854 -5.786 -0.828 -0.131 0.509 0.087
H -0.416 -4.520 -0.679 0.396 -0.211 -0.105
H 0.893 -4.315 -1.853 -0.161 -0.377 0.181
H 2.150 -2.331 2.762 -0.385 0.007 -0.101
H 0.538 -1.349 4.391 -0.226 0.261 -0.466
H -1.919 -1.355 3.834 0.356 -0.092 -0.454
H -2.752 -2.872 1.984 0.342 -0.245 0.612
H -1.177 -4.658 1.195 0.132 0.604 -0.313
```
Forces are in eV/Å.

* multiplicity: 8
* <S²>: 16.143
* net charge: +2
* orbital gap (spin up / spin down): 4.536 / 6.524 eV

Atom charges from the Löwdin analysis, given in e for atoms 1 to 8: 1.056, -0.074, 1.064, -0.425, -0.067, -0.046, -0.049, -0.065

---

Computed, not measured: a molecular structure, C26H28CoN4O6, with ωB97M-V/def2-TZVPD.

XYZ file:
```
65
Properties=species:S:1:pos:R:3:forces:R:3
Co -0.400 -2.221 -0.316 0.253 -0.035 -0.162
C 2.156 -3.450 -3.228 -0.070 0.021 -0.068
C 2.114 -3.215 -1.730 0.132 0.351 -0.098
C 3.501 -3.137 -1.118 0.035 0.015 0.089
O 1.412 -1.964 -1.444 0.056 0.082 -0.026
C 1.325 -4.323 -1.054 -0.746 0.057 0.489
O 1.655 -5.468 -1.098 0.110 -0.105 -0.040
O 0.222 -3.906 -0.391 0.576 -0.611 -0.294
H 2.804 -2.720 -3.716 0.001 -0.001 0.042
H 1.156 -3.390 -3.665 0.019 -0.030 0.024
H 2.548 -4.447 -3.418 0.020 -0.011 -0.024
H 4.038 -2.277 -1.520 -0.020 -0.031 -0.033
H 4.049 -4.047 -1.352 0.006 -0.016 0.008
H 3.449 -3.040 -0.033 -0.016 0.025 -0.030
H 1.175 -1.541 -2.280 -0.013 -0.024 0.016
N -1.354 -1.386 -1.857 0.066 0.033 -0.307
C -2.347 -0.794 -1.657 -0.105 0.298 -0.014
C -3.477 -0.078 -1.391 -0.258 -0.062 0.167
C -3.309 1.251 -0.898 -0.048 -0.425 -0.035
N -3.094 2.289 -0.446 0.161 0.098 -0.177
C -4.721 -0.784 -1.327 0.221 0.282 0.045
N -5.700 -1.384 -1.241 0.071 0.001 -0.048
C -4.067 -4.249 0.351 -0.023 -0.020 0.092
C -3.584 -4.163 1.805 -0.003 -0.025 -0.048
C -2.504 -3.086 1.770 -0.030 -0.040 -0.118
O -2.153 -2.933 0.356 -0.108 -0.085 0.194
C -2.795 -3.996 -0.421 -0.122 0.114 0.142
H -4.802 -3.473 0.140 -0.001 -0.028 -0.059
H -4.494 -5.220 0.110 -0.036 0.019 0.017
H -3.162 -5.117 2.119 0.012 -0.003 0.022
H -4.382 -3.896 2.492 -0.011 -0.036 0.011
H -1.608 -3.358 2.325 0.041 -0.015 -0.015
H -2.860 -2.115 2.106 0.006 0.065 -0.028
H -2.133 -4.862 -0.436 0.069 -0.014 0.029
H -2.935 -3.622 -1.432 -0.019 0.049 0.002
C 0.237 6.282 -2.259 0.010 -0.060 0.111
O 0.218 5.158 -1.373 -0.028 0.051 -0.188
C 0.533 5.364 -0.080 0.029 0.096 -0.020
C 0.973 6.561 0.471 0.031 0.019 0.062
C 1.238 6.628 1.832 0.003 -0.028 0.003
C 1.057 5.524 2.658 0.013 0.072 -0.066
C 0.619 4.331 2.111 -0.114 -0.054 0.155
C 0.385 4.254 0.751 -0.125 -0.298 -0.178
N -0.145 3.078 0.123 -0.133 0.334 -0.160
C 0.104 1.827 0.310 0.350 -0.376 0.120
C 1.150 1.163 1.059 -0.346 0.308 -0.207
C 2.335 1.774 1.496 0.189 0.103 -0.027
C 3.337 1.029 2.076 -0.022 0.038 -0.010
C 3.167 -0.347 2.244 -0.016 0.000 -0.005
C 2.015 -0.972 1.812 0.077 -0.078 0.103
C 1.004 -0.229 1.212 -0.501 -0.373 -0.202
O -0.126 -0.825 0.794 0.271 0.351 0.286
H -0.437 7.062 -1.906 -0.012 0.013 0.010
H -0.106 5.908 -3.217 0.003 -0.007 -0.030
H 1.250 6.674 -2.355 0.013 0.010 -0.015
H 1.105 7.433 -0.152 0.002 0.006 0.022
H 1.582 7.563 2.254 -0.018 -0.022 -0.009
H 1.235 5.597 3.722 0.009 0.003 -0.026
H 0.433 3.469 2.741 0.020 0.034 -0.037
H -0.853 3.262 -0.598 0.052 0.084 0.467
H -0.571 1.177 -0.233 0.019 -0.040 0.050
H 2.480 2.835 1.347 0.003 -0.061 0.030
H 4.250 1.509 2.400 -0.023 -0.014 -0.008
H 3.946 -0.931 2.716 -0.014 0.004 -0.012
H 1.864 -2.036 1.944 0.035 -0.009 0.010
```
Forces are in eV/Å.

* multiplicity: 5
* <S²>: 6.015
* energy relative to the best compared isomer or geometry (same formula, charge and spin): 0.0 kJ/mol
* net charge: +1
* orbital gap (spin up / spin down): 7.399 / 6.352 eV

Atom charges from the Löwdin analysis, given in e for atoms 1 to 8: 0.926, 0.011, -0.486, 0.013, -0.064, -0.499, 0.167, -0.096